158
Properties=species:S:1:pos:R:3 method="wB97M-V/def2-TZVPD" homo_lumo_gap_ev=0.88 total_charge=0 fmax_ha_per_bohr=0.1971 e_lumo_ev=-4.98 energy_ev=-158752.334
C -1.333 3.433 7.873
O -1.225 1.996 8.180
C -1.077 1.184 6.957
C -1.396 -0.411 7.337
C -0.178 -1.414 6.858
C -0.874 -2.842 6.446
C 0.120 -4.128 6.659
C -0.044 -5.104 5.352
C 1.387 -5.283 4.506
C 2.019 -3.806 4.039
C 2.849 -4.150 2.628
C 3.514 -2.887 1.885
P 2.560 -1.949 0.548
C 0.870 -2.808 0.883
C -0.270 -2.288 -0.234
O -1.584 -2.601 0.420
C -2.110 -1.349 1.059
C -2.107 -1.145 2.704
O -2.653 -0.346 0.334
C 2.154 -0.448 1.689
F 1.002 0.380 1.203
F 1.841 -0.805 3.084
C 3.460 0.598 1.625
C 3.358 1.771 0.445
C 4.550 2.918 0.201
C 5.870 2.811 1.168
C 5.990 1.609 2.321
C 7.423 1.620 3.176
F 8.500 1.645 2.119
F 7.499 2.934 3.861
F 7.537 0.443 4.067
C 4.780 0.494 2.591
S 3.134 -3.386 -0.959
C 4.886 -3.010 -1.551
O 3.056 -4.852 -0.497
O 2.215 -3.211 -2.225
H -0.353 3.810 7.316
H -2.318 3.729 7.313
H -1.356 3.992 8.927
H -0.033 1.304 6.434
H -1.923 1.525 6.207
H -2.361 -0.741 6.744
H -1.532 -0.486 8.506
H 0.448 -0.941 5.963
H 0.601 -1.506 7.755
H -1.307 -2.720 5.364
H -1.802 -3.003 7.179
H -0.263 -4.716 7.608
H 1.251 -3.868 6.806
H -0.868 -4.714 4.581
H -0.377 -6.215 5.612
H 2.165 -5.958 5.061
H 1.071 -5.888 3.526
H 1.096 -3.114 3.883
H 2.723 -3.479 4.914
H 3.782 -4.776 3.051
H 2.279 -4.938 1.980
H 3.957 -2.169 2.732
H 4.502 -3.303 1.352
H 1.901 -1.227 -0.508
H 3.809 -1.247 0.219
H 0.885 -3.981 0.656
H 0.387 -2.548 1.915
H -0.269 -1.135 -0.395
H -0.209 -2.928 -1.219
H -2.856 -1.927 3.182
H -1.041 -1.404 3.157
H -2.348 -0.051 3.049
H 2.438 1.865 -0.302
H 4.419 3.751 -0.631
H 6.732 3.583 0.994
H 4.878 -0.320 3.427
H 4.997 -1.942 -2.016
H 5.134 -3.809 -2.377
H 5.650 -3.086 -0.668
Al -3.258 -2.255 7.263
C -6.055 -0.124 0.652
C -6.347 0.182 1.928
C -7.791 -0.127 2.310
O -8.254 0.007 3.447
C -8.710 -0.617 1.249
C -8.422 -0.911 -0.031
C -6.951 -0.703 -0.384
O -6.453 -0.980 -1.480
O -9.207 -1.330 -0.936
O -5.579 0.676 2.810
H -5.048 0.050 0.289
H -9.729 -0.742 1.596
N -6.667 -2.904 2.842
C -5.616 -2.894 3.691
C -4.904 -4.028 4.049
C -5.293 -5.248 3.507
C -6.373 -5.291 2.631
C -7.021 -4.103 2.331
H -5.352 -1.919 4.090
H -4.066 -3.961 4.733
H -4.760 -6.159 3.764
H -6.702 -6.226 2.192
H -7.867 -4.083 1.650
Na -9.039 1.443 0.092
F 1.076 -3.034 8.436
Na -5.356 -7.480 2.584
O -11.907 -0.159 -0.427
H -12.249 -0.485 -1.239
O -1.778 -0.195 -5.599
P -2.737 1.013 -5.727
O -1.647 2.116 -5.145
C -0.634 2.569 -6.023
C -1.185 3.576 -7.013
O -3.527 0.736 -4.288
C -3.704 -0.588 -3.812
C -2.661 -0.904 -2.754
O -3.809 2.364 -5.870
C -4.864 2.179 -6.802
C -5.858 1.135 -6.331
H -0.176 1.722 -6.543
H 0.140 3.042 -5.413
H -1.890 3.100 -7.700
H -0.378 4.021 -7.605
H -1.727 4.374 -6.495
H -3.681 -1.312 -4.633
H -4.702 -0.647 -3.366
H -1.644 -0.744 -3.125
H -2.750 -1.942 -2.419
H -2.784 -0.245 -1.889
H -4.442 1.903 -7.774
H -5.370 3.142 -6.918
H -5.402 0.141 -6.312
H -6.725 1.096 -6.997
H -6.201 1.353 -5.314
C 7.075 7.455 -5.149
Si 6.289 5.937 -5.960
C 7.622 5.134 -7.008
C 4.930 6.564 -7.088
N 5.695 4.884 -4.703
Si 4.905 3.382 -5.098
C 6.024 2.191 -6.017
C 3.336 3.624 -6.095
C 4.402 2.529 -3.486
H 7.458 8.133 -5.916
H 6.339 7.997 -4.550
H 7.907 7.163 -4.501
H 8.117 5.887 -7.628
H 7.208 4.380 -7.681
H 8.383 4.662 -6.379
H 4.084 6.946 -6.507
H 4.568 5.781 -7.758
H 5.305 7.380 -7.712
H 6.194 2.508 -7.048
H 5.567 1.197 -6.053
H 6.993 2.097 -5.515
H 2.700 4.391 -5.644
H 2.764 2.691 -6.126
H 3.551 3.908 -7.128
H 3.713 3.153 -2.913
H 5.283 2.318 -2.869
H 3.905 1.577 -3.707
Li 4.107 5.499 0.424